{
  "formula": "C3H7N3S",
  "method": "ωB97M-V/def2-TZVPD",
  "total_charge": 0,
  "gap_ev": 8.7,
  "e_tot_ha": -680.9505,
  "homo_ha": -0.315,
  "e_above_lowest_kj_mol": 83.3,
  "symbols": ["C", "C", "C", "H", "H", "H", "H", "H", "H", "H", "N", "N", "N", "S"],
  "positions_angstrom": [[-1.09006, -0.78612, 0.33790], [0.19164, -0.00846, 0.63624], [1.73174, 1.55509, -0.33467], [-2.18820, -1.61697, -1.27668], [-0.63269, -1.37514, -1.56081], [-1.90474, -0.15804, 0.72374], [-1.02475, -1.69836, 0.97441], [0.35287, -0.62989, 2.41428], [0.15132, 0.78661, -1.31727], [2.09473, 1.60503, 0.70106], [-1.38875, -1.00567, -1.09862], [0.83626, -0.01192, 1.74133], [0.62984, 0.76671, -0.41482], [2.24078, 2.57713, -1.52609]],
  "forces_ev_per_a": [[-0.4, -0.3, 0.2], [-0.1, -0.5, 0.3], [-0.3, 1.5, 0.2], [0.3, 0.4, 0.4], [2.1, -1.2, -1.3], [0.1, -0.2, 0.1], [-0.2, 0.4, -0.5], [0.4, 0.4, -0.4], [-0.1, -0.3, 0.6], [0.3, -0.2, -0.6], [-1.6, 1.0, 1.7], [-1.0, -0.5, -0.2], [0.7, 0.4, -1.1], [-0.2, -0.9, 0.6]]
}